Record 1
{"formula": "C35H48IIrN4O5Si4Te", "method": "ωB97M-V/def2-TZVPD", "elements": ["C", "H", "H", "H", "H", "H", "C", "H", "Si", "C", "C", "Si", "C", "Si", "H", "C", "C", "H", "H", "H", "H", "H", "O", "O", "H", "H", "Te", "H", "H", "H", "C", "Ir", "N", "H", "C", "C", "H", "H", "H", "C", "C", "H", "H", "C", "Si", "H", "H", "C", "C", "C", "C", "C", "H", "H", "C", "H", "H", "H", "O", "H", "N", "H", "N", "C", "N", "I", "C", "C", "H", "C", "C", "C", "C", "H", "C", "H", "H", "H", "H", "H", "C", "C", "H", "H", "C", "C", "C", "H", "O", "H", "H", "C", "O", "H", "H", "H", "C", "H", "C"], "xyz": [[-1.691, 3.960, -0.572], [3.004, -1.381, -0.399], [0.181, -3.857, 4.059], [-0.589, -3.168, 2.628], [4.810, 0.082, 5.699], [2.075, -5.165, -3.593], [-2.701, -0.920, -0.347], [-1.879, -5.359, -2.843], [-1.627, -5.834, -0.393], [1.788, -6.166, -3.265], [0.190, 2.376, -0.021], [0.599, -5.056, -0.216], [2.877, 0.810, -3.935], [1.282, -4.689, 2.009], [0.743, -6.324, -3.535], [-2.780, -4.532, 0.306], [-2.235, 5.234, -0.576], [-2.248, 3.132, -0.990], [2.724, -8.761, -1.247], [2.391, -6.884, -3.827], [3.015, -3.208, 2.977], [-4.000, -1.512, -3.883], [3.409, -1.343, -1.277], [1.663, -0.475, 0.607], [-2.667, -0.842, 1.896], [-1.630, -1.009, -3.447], [0.675, -2.914, -1.617], [-0.064, 1.680, -5.333], [2.469, -0.461, 6.282], [-5.594, -1.605, -1.951], [1.840, -6.376, 2.612], [0.093, -0.446, -0.727], [-0.080, -0.615, 2.103], [3.173, 0.648, -0.753], [3.483, 0.051, 2.602], [-4.545, -1.391, -1.797], [-0.049, -0.718, 3.901], [-1.388, -7.275, 1.644], [5.455, 0.435, 3.326], [3.854, -5.814, -1.038], [4.069, -0.016, 4.916], [1.264, 4.603, 0.931], [3.613, -4.019, 1.524], [4.436, 0.181, 3.583], [2.112, -6.380, -1.431], [-2.738, -4.515, 1.396], [2.699, -6.734, 2.040], [-2.096, -0.833, 0.976], [1.870, -8.165, -0.913], [-2.044, -6.211, -2.178], [-0.251, 6.072, 0.519], [-1.732, -7.404, 0.617], [4.560, -6.338, -1.687], [-2.778, -7.724, 0.657], [2.768, -0.321, 5.252], [2.389, 1.592, -5.874], [-3.810, -4.751, 0.011], [-3.215, 5.411, -0.998], [0.547, -0.738, 4.676], [-2.530, -3.535, -0.059], [-0.812, -0.758, 0.975], [0.305, 6.896, 0.945], [1.069, 0.333, -2.470], [-3.668, -1.337, -2.871], [-1.857, -0.815, -1.406], [-2.321, 8.204, -0.030], [-0.431, 3.735, -0.030], [-2.338, -1.047, -2.631], [3.983, -4.742, -1.205], [2.013, 1.256, -4.917], [-1.509, 6.284, -0.029], [0.240, 0.826, -3.404], [1.212, -0.457, 1.813], [-1.438, -7.045, -2.538], [-4.052, -1.188, -0.521], [3.945, 0.810, -4.098], [4.377, 0.301, -2.009], [-0.930, -4.843, 3.102], [-1.153, -8.210, 0.162], [1.046, -7.121, 2.532], [1.791, -0.445, 4.263], [0.660, 1.294, -4.630], [-4.691, -1.257, 0.348], [4.130, -6.029, -0.003], [3.392, 0.031, -1.628], [-0.151, -4.080, 3.043], [2.154, -0.275, 2.913], [2.139, -6.326, 3.663], [-0.600, 1.422, -0.505], [0.972, -8.598, -1.362], [3.746, 0.201, 1.564], [2.743, -3.525, 1.966], [1.321, 2.166, 0.383], [1.794, -8.273, 0.170], [2.547, -2.628, 1.377], [-0.800, 0.885, -3.117], [0.285, 4.795, 0.514], [-3.094, -6.505, -2.262], [2.396, 0.374, -2.706]], "forces_ev_per_a": [[0.0, 0.0, 0.0], [0.0, -0.1, 0.1], [0.0, 0.0, 0.0], [0.0, -0.1, 0.0], [0.0, 0.0, 0.0], [0.0, 0.0, 0.0], [-0.1, -0.1, 0.1], [0.0, 0.0, 0.0], [0.2, 0.1, -0.1], [0.1, 0.0, 0.0], [0.1, -0.5, -0.1], [0.0, 0.2, 0.2], [0.0, 0.0, 0.1], [0.1, -0.2, -0.2], [0.0, 0.0, 0.0], [-0.1, -0.1, 0.0], [0.0, 0.0, 0.0], [0.0, 0.0, 0.0], [0.0, 0.0, 0.0], [0.0, 0.0, 0.0], [0.0, 0.0, 0.0], [0.0, 0.0, 0.0], [-0.1, 0.1, 0.0], [0.1, 0.2, 0.0], [0.0, 0.0, 0.0], [0.0, 0.0, 0.0], [0.0, 0.1, 0.0], [0.0, 0.0, 0.0], [0.0, 0.0, 0.0], [0.0, 0.0, 0.0], [0.0, 0.0, 0.1], [0.0, -1.0, -0.3], [0.0, -0.1, 0.0], [0.0, 0.1, 0.0], [0.0, 0.0, 0.0], [0.0, 0.0, -0.1], [0.0, 0.0, 0.0], [0.0, 0.0, 0.0], [0.0, 0.0, 0.0], [0.0, 0.0, 0.0], [0.0, 0.0, 0.0], [0.0, 0.0, 0.0], [-0.1, 0.0, 0.0], [0.0, 0.0, 0.0], [0.1, 0.0, -0.1], [0.0, 0.0, 0.0], [0.0, 0.0, 0.0], [0.1, 0.0, -0.1], [0.0, 0.0, 0.0], [0.0, 0.0, 0.0], [0.0, 0.0, 0.0], [-0.1, 0.0, 0.0], [0.0, 0.0, 0.0], [0.0, 0.0, 0.0], [0.0, 0.0, 0.0], [0.0, 0.0, 0.0], [0.0, 0.0, 0.0], [0.0, 0.0, 0.0], [0.0, 0.0, 0.0], [0.0, 0.0, 0.0], [-0.2, -0.1, 0.2], [0.0, 0.0, 0.0], [0.0, -0.2, 0.0], [0.0, 0.0, 0.1], [0.0, 0.1, -0.1], [0.0, 0.0, 0.0], [0.0, 0.0, 0.0], [0.0, 0.0, -0.1], [0.0, 0.0, 0.0], [0.0, 0.0, 0.0], [0.0, 0.1, 0.0], [-0.1, 0.1, 0.1], [-0.1, 0.0, 0.2], [0.0, 0.0, 0.0], [0.0, 0.1, 0.0], [0.0, 0.0, 0.0], [0.0, 0.0, 0.1], [0.0, 0.0, 0.0], [0.0, 0.0, 0.0], [0.0, 0.0, 0.0], [0.0, 0.0, 0.0], [0.0, 0.0, 0.0], [0.0, 0.0, 0.0], [0.0, 0.0, 0.0], [0.0, -0.1, 0.0], [0.0, 0.2, 0.0], [0.0, 0.0, -0.1], [0.0, 0.0, 0.0], [0.2, 0.9, 0.3], [0.0, 0.0, 0.0], [0.0, 0.0, 0.0], [0.1, 0.0, 0.1], [-0.3, 0.3, -0.2], [0.0, 0.0, 0.0], [0.0, -0.1, 0.1], [0.1, 0.0, 0.0], [0.0, 0.0, 0.0], [0.0, 0.0, 0.0], [0.0, 0.0, -0.2]], "max_force_ha_per_bohr": 0.02042, "total_charge": 1, "orbital_gap_ev": [6.8, 5.7], "spin_multiplicity": 2}

***

Record 2
{"formula": "C35H48N4O5S3SeTc", "method": "ωB97M-V/def2-TZVPD", "elements": ["H", "C", "Tc", "C", "C", "C", "S", "C", "C", "C", "H", "C", "C", "H", "H", "C", "C", "H", "N", "H", "O", "H", "H", "S", "H", "H", "H", "H", "H", "H", "H", "O", "H", "N", "H", "C", "H", "C", "C", "H", "C", "C", "H", "C", "C", "H", "H", "O", "Se", "H", "H", "H", "N", "H", "H", "C", "S", "C", "O", "H", "H", "H", "H", "H", "C", "H", "H", "H", "C", "C", "C", "C", "H", "H", "H", "H", "H", "C", "O", "C", "C", "H", "C", "C", "C", "H", "C", "C", "H", "H", "C", "H", "H", "C", "H", "N", "H"], "xyz": [[-5.925, 0.362, -2.152], [3.032, -2.722, 0.980], [0.182, 0.819, 0.277], [1.068, 1.401, 3.013], [0.040, -2.955, -1.222], [-1.343, -2.999, -1.337], [1.012, 2.588, -1.347], [-0.190, -1.981, 1.165], [-1.605, -0.041, -3.599], [-1.084, 5.965, 0.767], [0.038, -0.806, 5.175], [-4.334, -0.043, -4.144], [-3.431, -0.178, -5.195], [-4.933, -0.702, -1.152], [0.168, 0.449, -2.479], [-2.529, 0.112, -2.547], [1.936, 1.900, 4.162], [-4.693, 1.040, -1.075], [1.028, -1.001, 5.144], [1.909, -3.476, -2.152], [-0.529, 2.240, 1.465], [1.271, 0.589, 6.439], [1.279, 2.409, 4.869], [0.525, 6.160, -0.074], [-1.969, -2.630, -0.537], [-2.206, 6.006, -1.097], [-1.596, -4.512, -4.349], [2.924, -3.395, 4.097], [-3.869, -1.413, -6.864], [0.857, -4.492, -4.128], [-0.959, 5.305, 1.625], [1.298, -1.017, -0.491], [2.528, 1.785, 1.628], [0.470, -2.985, 4.123], [2.225, 5.058, 1.180], [0.830, -3.487, -2.242], [3.384, -2.034, 5.037], [1.450, 4.682, 0.512], [1.393, -2.156, 4.588], [-1.335, 6.964, 1.125], [3.582, -4.906, 1.818], [-1.600, 3.534, -2.145], [0.168, 3.576, -3.337], [-0.109, 3.718, -2.293], [0.242, -4.060, -3.355], [0.156, -1.157, -3.240], [-1.354, -0.274, -5.697], [-0.283, -0.762, 1.500], [-2.033, 0.314, -0.704], [2.950, 3.305, -0.212], [1.729, -1.170, -1.345], [0.415, 0.277, -4.227], [1.825, 1.065, 1.793], [-1.917, 2.548, -2.481], [0.723, -3.780, 3.553], [0.011, 2.472, 2.606], [-2.239, 3.688, -0.446], [2.341, -5.372, 1.405], [-0.659, -2.905, 1.799], [0.738, 4.089, 1.075], [0.494, 0.511, 3.290], [2.571, -0.603, 6.503], [0.179, 4.722, -1.985], [-3.155, 5.681, 0.372], [2.739, 0.816, 4.882], [-3.258, 0.171, -7.298], [2.320, 0.187, 1.938], [3.488, 1.319, 5.495], [-3.900, -0.356, -6.597], [1.450, -4.519, 0.781], [-1.926, -3.555, -2.464], [-4.930, 0.213, -1.745], [-3.000, -3.587, -2.549], [-0.494, -2.704, 4.001], [-5.393, -0.057, -4.361], [4.286, -5.580, 2.283], [2.624, 2.654, 3.770], [-3.916, 0.099, -2.834], [-0.217, 3.435, 3.301], [1.796, -3.190, 0.554], [-0.127, -0.112, -3.369], [2.440, 4.487, -1.418], [2.093, 3.862, -0.594], [-1.139, -4.078, -3.475], [-2.071, -0.170, -4.895], [0.480, -4.872, 0.466], [3.925, -3.581, 1.605], [1.903, -0.057, 5.827], [3.321, -1.696, 0.802], [-4.923, -0.013, -6.716], [-2.212, 5.487, -0.141], [2.064, -6.402, 1.570], [-2.102, 4.284, -2.757], [0.744, -2.287, -0.056], [3.266, 0.185, 4.160], [2.683, -2.494, 4.482], [4.891, -3.214, 1.920]], "forces_ev_per_a": [[0.0, 0.0, 0.0], [-0.2, 0.1, -0.2], [1.1, 0.7, 0.3], [-0.5, 0.7, 0.6], [0.0, 0.2, -0.1], [0.1, 0.0, 0.1], [-0.1, 0.2, 0.2], [0.3, -1.2, -0.5], [0.4, 0.0, -0.1], [0.1, 0.1, -0.4], [0.1, -0.2, 0.0], [0.1, 0.0, 0.1], [0.1, 0.0, 0.2], [-0.1, 0.0, 0.1], [0.0, -0.1, -0.2], [0.4, 0.0, 0.5], [0.0, -0.3, -0.1], [-0.1, 0.0, 0.0], [-0.4, -0.1, 0.0], [0.1, -0.1, 0.0], [-0.6, -1.3, -1.8], [0.0, -0.2, 0.0], [0.1, 0.1, 0.0], [0.1, -0.2, 0.3], [-0.1, 0.0, 0.1], [-0.1, 0.1, 0.0], [-0.1, -0.1, -0.1], [0.0, 0.0, 0.0], [0.0, -0.1, 0.0], [0.1, 0.0, -0.1], [0.0, 0.1, 0.0], [-0.1, 0.5, 0.2], [-0.1, -0.1, -0.1], [0.0, -0.1, 0.2], [0.0, -0.1, 0.0], [-0.1, 0.0, 0.2], [0.0, 0.0, 0.0], [-0.3, 0.5, 0.0], [-0.1, -0.2, 0.1], [0.0, 0.0, 0.1], [0.2, 0.1, 0.1], [-0.1, 0.1, 0.7], [0.1, 0.0, -0.1], [0.0, -0.3, -0.3], [0.1, 0.1, -0.1], [0.1, -0.1, 0.1], [0.1, 0.0, -0.1], [-0.1, 1.5, 0.4], [-1.1, 0.1, -1.1], [0.1, 0.0, -0.1], [-0.1, 0.3, -0.1], [0.1, 0.0, 0.0], [-0.2, -0.2, -0.5], [0.0, 0.1, -0.1], [0.1, 0.1, 0.0], [1.3, 0.0, 1.9], [-0.1, 0.2, -0.5], [-0.2, 0.0, 0.0], [-0.4, 0.0, -0.4], [0.1, 0.1, 0.0], [0.2, 0.2, -0.1], [-0.2, 0.0, 0.0], [0.0, -0.1, 0.0], [-0.1, 0.1, -0.1], [-0.3, 0.2, 0.1], [0.0, 0.0, -0.1], [0.0, 0.0, -0.2], [0.1, -0.1, 0.0], [0.0, 0.0, -0.1], [0.1, -0.1, 0.0], [-0.1, 0.0, 0.0], [-0.1, 0.0, 0.2], [-0.2, 0.0, 0.0], [0.2, 0.1, -0.1], [-0.1, 0.1, 0.0], [0.1, -0.1, 0.0], [-0.1, 0.1, 0.0], [-0.1, 0.0, 0.2], [-0.2, -0.3, -0.3], [0.4, 0.1, -0.1], [-0.1, 0.0, 0.0], [0.1, -0.1, 0.0], [-0.2, -0.4, 0.1], [0.0, 0.0, 0.0], [0.0, 0.1, 0.2], [0.0, -0.1, 0.0], [0.1, -0.1, 0.1], [0.6, 0.2, -0.2], [0.0, 0.1, 0.0], [-0.1, 0.0, -0.1], [0.0, -0.3, 0.3], [0.0, -0.1, 0.0], [0.0, -0.1, -0.2], [-0.7, -0.6, 0.6], [0.2, 0.0, 0.0], [0.0, 0.1, 0.2], [0.1, 0.0, 0.0]], "max_force_ha_per_bohr": 0.04408, "total_charge": 2, "orbital_gap_ev": [7.7, 5.1], "spin_multiplicity": 4}

***

Record 3
{"formula": "C35H49BIrN10S4", "method": "ωB97M-V/def2-TZVPD", "elements": ["H", "C", "C", "N", "H", "C", "S", "C", "H", "H", "H", "H", "H", "C", "H", "C", "H", "N", "C", "H", "C", "H", "N", "H", "C", "C", "H", "H", "C", "H", "N", "H", "H", "C", "H", "C", "N", "S", "H", "B", "C", "H", "H", "H", "C", "C", "H", "C", "H", "H", "H", "C", "H", "C", "H", "H", "H", "N", "H", "C", "N", "C", "C", "C", "C", "N", "H", "Ir", "C", "H", "H", "H", "N", "H", "C", "S", "C", "S", "H", "H", "C", "C", "H", "H", "H", "C", "N", "C", "H", "C", "H", "C", "H", "H", "H", "H", "H", "C", "C", "H"], "xyz": [[-4.897, 2.080, 0.843], [-3.500, -3.153, -2.050], [-4.811, 1.677, -0.168], [-1.467, -1.022, -0.353], [3.758, -2.895, 2.907], [-1.399, -0.520, 5.587], [1.708, 3.008, 1.009], [0.000, -0.165, 3.584], [-0.175, -0.255, -2.351], [-3.668, -4.212, -2.241], [-0.299, 5.112, -5.507], [-1.309, -2.401, 2.668], [-0.072, 8.146, -0.270], [3.123, -2.862, 0.853], [5.198, -3.033, 0.177], [3.702, -0.269, -3.454], [1.634, -4.321, 0.169], [-0.234, 5.795, -2.462], [-0.716, -1.216, 4.397], [-4.464, -2.650, -2.131], [-2.871, -2.989, -0.653], [4.107, -4.251, -0.521], [1.682, -1.038, 0.264], [-0.404, 6.365, -3.285], [-1.756, -1.943, 3.552], [2.683, -1.828, -0.147], [2.308, 3.635, 3.900], [-2.840, -2.772, -2.831], [0.333, -2.221, 4.907], [-3.447, -3.392, 1.420], [-1.322, 0.287, -0.254], [1.093, -1.751, 5.530], [-5.740, 1.164, -0.403], [-2.317, 1.173, -0.258], [0.827, -2.733, 4.080], [1.919, -3.802, 1.084], [0.055, 1.775, -2.738], [2.515, 2.007, -1.492], [-0.166, -2.972, 5.517], [0.117, 0.812, 0.044], [0.790, -0.126, -4.171], [-1.653, 3.984, -5.486], [-1.059, -3.610, 0.382], [4.312, -1.463, 2.045], [-1.530, -3.713, -0.596], [-0.441, 3.919, -3.724], [1.058, -3.252, 1.465], [4.330, -3.665, 0.371], [-0.304, 8.285, -1.968], [-1.739, 5.435, -4.522], [1.239, 0.543, 5.199], [-3.655, 0.731, -0.248], [1.135, -1.149, -4.248], [-1.061, 4.655, -4.869], [-4.806, -1.055, -0.344], [-4.698, 2.517, -0.853], [-1.697, -4.772, -0.781], [-0.314, -0.051, 2.298], [0.593, 0.167, -6.265], [0.979, 0.673, 4.157], [0.287, 0.887, 1.595], [3.264, -1.651, -1.433], [3.470, -2.145, 2.171], [1.809, 0.285, -1.797], [-3.820, -3.568, 0.411], [-0.081, 4.441, -2.605], [3.955, -1.167, -4.019], [0.353, 2.693, -0.899], [-2.699, -1.504, -0.419], [2.770, 2.387, 5.057], [-2.551, -1.269, 3.231], [-1.958, -1.263, 6.156], [1.224, -0.113, -0.520], [-2.206, -2.731, 4.154], [1.593, 1.665, 3.428], [-1.862, 2.863, -0.307], [-3.809, -0.636, -0.324], [0.152, 5.439, 0.165], [-0.202, 2.507, -6.000], [3.206, 0.442, -4.113], [-0.091, 6.374, -1.255], [0.472, 0.590, -5.277], [-0.684, -0.064, 6.271], [4.069, -2.305, -1.736], [-0.834, -3.344, -1.352], [0.002, 1.905, -5.129], [-0.163, 7.684, -1.166], [1.171, 1.753, 2.088], [4.615, -4.371, 1.149], [-0.145, 2.464, -3.846], [-3.891, -4.646, 0.266], [2.915, -0.614, -2.232], [3.572, 2.477, 3.488], [2.614, -1.593, 2.562], [2.209, -4.553, 1.819], [-2.102, 0.245, 5.255], [-4.832, -3.173, 0.336], [0.580, 0.409, -2.799], [2.616, 2.593, 4.001], [4.648, 0.183, -3.141]], "forces_ev_per_a": [[0.0, 0.0, 0.0], [0.0, -0.1, 0.0], [0.0, 0.0, 0.0], [0.0, 0.0, 0.0], [0.0, 0.0, 0.0], [0.0, -0.1, 0.0], [-0.2, 0.0, -0.1], [-0.1, 0.0, 0.0], [0.0, 0.0, 0.0], [0.0, 0.0, 0.0], [0.0, 0.0, 0.0], [0.0, 0.0, 0.0], [0.0, 0.0, 0.0], [0.0, 0.0, -0.1], [0.0, 0.0, 0.0], [0.0, 0.0, 0.0], [0.0, 0.0, 0.0], [0.0, 0.0, 0.0], [0.1, 0.0, 0.0], [0.0, 0.0, 0.0], [-0.1, 0.1, 0.1], [0.0, 0.0, 0.0], [0.0, 0.0, -0.1], [0.0, -0.1, 0.1], [0.0, -0.1, 0.0], [0.0, 0.0, 0.0], [0.0, 0.0, 0.0], [0.0, 0.0, 0.0], [0.0, 0.0, 0.0], [0.0, 0.0, 0.1], [0.2, 0.1, 0.0], [0.0, 0.0, 0.0], [0.0, 0.0, 0.0], [-0.1, -0.1, 0.0], [0.0, 0.0, 0.0], [0.0, 0.0, 0.1], [0.1, 0.0, -0.2], [-0.1, 0.0, -0.1], [0.0, 0.0, 0.0], [0.1, 0.1, -0.1], [0.0, 0.0, 0.0], [0.0, 0.0, 0.0], [0.0, 0.0, 0.0], [0.0, 0.0, 0.0], [0.0, 0.0, 0.0], [0.0, 0.0, 0.1], [0.0, 0.0, 0.0], [-0.1, 0.0, 0.0], [0.0, 0.0, 0.0], [0.0, 0.0, 0.0], [0.0, 0.0, 0.0], [0.0, -0.1, 0.0], [0.0, 0.0, 0.0], [0.0, 0.0, 0.0], [0.0, 0.0, 0.0], [0.0, 0.0, 0.0], [0.0, 0.0, 0.0], [0.1, 0.1, 0.0], [0.0, 0.0, 0.0], [0.0, 0.0, 0.0], [0.0, -0.1, -0.1], [0.0, 0.1, 0.0], [0.0, 0.0, 0.0], [0.0, -0.1, 0.0], [0.0, 0.0, 0.0], [0.0, 0.0, -0.2], [0.0, 0.0, 0.0], [-0.2, 0.0, 0.5], [0.0, 0.0, -0.1], [0.0, 0.0, 0.0], [0.0, 0.0, 0.0], [0.0, 0.0, 0.0], [0.0, 0.1, 0.2], [0.0, 0.0, 0.0], [0.0, 0.0, 0.0], [0.4, 0.0, 0.0], [0.0, 0.1, 0.0], [0.0, 0.0, -0.1], [0.0, 0.0, 0.0], [0.0, 0.0, 0.0], [0.0, 0.0, -0.1], [0.0, 0.0, 0.0], [0.0, 0.0, 0.0], [0.0, -0.1, 0.0], [0.0, 0.0, 0.0], [0.0, 0.0, 0.0], [0.0, -0.1, 0.1], [0.0, 0.0, 0.0], [0.0, 0.0, 0.0], [0.0, 0.0, 0.0], [0.0, 0.0, 0.0], [0.0, 0.0, 0.0], [0.0, 0.0, 0.0], [0.0, 0.0, 0.0], [0.0, 0.0, 0.0], [0.0, 0.0, 0.0], [0.0, 0.0, 0.0], [0.0, 0.0, 0.0], [0.0, 0.0, 0.0], [0.0, 0.0, 0.0]], "max_force_ha_per_bohr": 0.01032, "total_charge": 4, "orbital_gap_ev": [7.4, 5.3], "spin_multiplicity": 6}

***

Ordered energy above the lowest of the compared OMol25 structures with the same formula, charge and spin results: 3.3, 22.5, 0.0; unit kcal/mol.